Entry from the OMol25 dataset: 13 unconnected molecules or ions with the total composition C35H82FN12O27P2 (ωB97M-V with the def2-TZVPD basis set).

Structure (XYZ):
```
159
Properties=species:S:1:pos:R:3:lowdin_charge:R:1
C 3.531 -1.833 3.950 0.11
C 3.394 -2.699 2.952 -0.13
C 2.988 -3.664 1.702 -0.24
P 1.126 -3.346 1.334 1.08
F 0.345 -3.378 2.850 -0.20
C 0.525 -4.631 0.091 -0.24
C -1.072 -4.659 -0.164 -0.23
C -1.937 -3.640 0.738 -0.23
C -3.419 -3.541 0.023 -0.21
C -4.074 -4.979 -0.305 -0.21
C -5.564 -4.676 -0.940 -0.21
C -6.781 -5.147 0.018 -0.20
C -7.854 -3.944 0.332 -0.22
C -9.227 -4.069 -0.506 -0.21
C -10.333 -2.928 -0.173 -0.20
C -9.783 -1.691 0.708 -0.23
C -10.874 -0.462 0.676 -0.22
C -10.565 0.586 -0.520 -0.27
C -11.413 0.187 -1.855 -0.14
C 1.059 -1.635 0.471 -0.27
C 2.468 -1.188 -0.179 -0.25
P 2.275 0.177 -1.516 0.76
O 0.912 -0.005 -2.268 -0.35
O 3.484 0.060 -2.746 -0.26
C 4.830 0.160 -2.181 -0.27
C 5.614 -1.253 -2.423 -0.07
O 2.395 1.769 -0.858 -0.26
C 1.140 2.163 -0.224 -0.28
C 1.202 3.716 0.269 -0.07
H 3.244 -1.142 4.849 0.05
H 3.182 -4.743 2.075 0.10
H 3.652 -3.495 0.779 0.10
H 1.021 -4.366 -0.932 0.10
H 0.900 -5.675 0.401 0.12
H -1.440 -5.734 0.110 0.13
H -1.295 -4.544 -1.298 0.13
H -2.129 -4.107 1.781 0.12
H -1.547 -2.557 0.770 0.09
H -3.230 -2.913 -0.945 0.13
H -4.124 -2.986 0.743 0.12
H -3.495 -5.504 -1.174 0.11
H -4.186 -5.674 0.611 0.11
H -5.667 -3.523 -1.062 0.10
H -5.669 -5.127 -2.011 0.12
H -7.392 -5.946 -0.569 0.11
H -6.339 -5.572 0.995 0.10
H -7.353 -2.903 0.192 0.10
H -8.149 -4.026 1.460 0.12
H -9.728 -5.091 -0.243 0.11
H -8.981 -4.131 -1.637 0.11
H -10.755 -2.538 -1.183 0.10
H -11.247 -3.386 0.387 0.12
H -9.569 -1.941 1.813 0.10
H -8.809 -1.299 0.239 0.09
H -11.917 -0.975 0.575 0.11
H -10.894 0.073 1.714 0.10
H -9.439 0.574 -0.804 0.09
H -10.876 1.664 -0.240 0.10
H -10.687 -0.301 -2.611 0.07
H -12.263 -0.536 -1.525 0.07
H -11.941 1.120 -2.299 0.07
H 0.670 -0.794 1.152 0.11
H 0.296 -1.767 -0.403 0.11
H 3.030 -2.052 -0.714 0.10
H 3.174 -0.755 0.647 0.11
H 5.467 0.969 -2.729 0.13
H 4.819 0.360 -1.047 0.11
H 5.793 -1.713 -1.373 0.08
H 6.625 -1.132 -2.967 0.06
H 4.893 -1.934 -3.026 0.08
H 0.974 1.503 0.717 0.11
H 0.209 2.054 -0.890 0.11
H 0.344 3.978 1.003 0.10
H 1.160 4.455 -0.626 0.06
H 2.227 3.894 0.796 0.09
C 7.614 0.530 -5.732 0.05
N 8.882 -0.062 -5.231 -0.43
O 8.862 -0.580 -4.121 0.05
O 9.855 0.013 -5.968 0.06
H 6.839 0.392 -4.978 0.07
H 7.793 1.591 -5.910 0.11
H 7.351 0.013 -6.655 0.11
C 2.925 -5.167 5.946 0.04
N 4.188 -5.766 6.449 -0.43
O 4.166 -6.284 7.555 0.09
O 5.160 -5.692 5.707 0.04
H 2.147 -5.301 6.696 0.10
H 3.112 -4.108 5.769 0.08
H 2.663 -5.684 5.022 0.10
C -7.663 2.361 3.095 0.05
N -8.288 1.255 2.323 -0.41
O -8.428 0.182 2.894 0.07
O -8.615 1.503 1.169 0.04
H -7.424 2.003 4.096 0.10
H -6.757 2.659 2.566 0.08
H -8.382 3.179 3.140 0.11
C 2.785 1.358 7.555 0.04
N 2.188 0.243 6.773 -0.44
O 2.065 -0.836 7.337 0.07
O 1.861 0.488 5.616 0.02
H 3.024 0.999 8.555 0.11
H 3.688 1.678 7.035 0.08
H 2.048 2.160 7.599 0.11
C 7.143 -6.872 3.108 0.05
N 6.267 -6.269 2.069 -0.44
O 6.653 -5.237 1.536 0.05
O 5.217 -6.853 1.823 0.03
H 8.032 -6.253 3.222 0.10
H 6.574 -6.905 4.038 0.08
H 7.412 -7.874 2.773 0.11
C 0.671 6.700 -2.925 0.03
N -0.402 7.287 -2.081 -0.44
O -0.460 6.924 -0.910 0.03
O -1.150 8.092 -2.619 0.07
H 1.255 6.007 -2.320 0.08
H 0.191 6.179 -3.751 0.08
H 1.294 7.519 -3.282 0.07
C 5.287 5.498 7.449 0.05
N 5.071 4.109 7.934 -0.43
O 4.401 3.967 8.952 0.06
O 5.582 3.207 7.275 0.04
H 4.782 6.188 8.124 0.10
H 6.361 5.681 7.444 0.11
H 4.868 5.565 6.445 0.10
C 1.758 -2.237 -4.651 0.05
N 1.558 -3.626 -4.158 -0.42
O 0.895 -3.771 -3.133 0.01
O 2.069 -4.523 -4.811 0.09
H 1.251 -1.548 -3.975 0.06
H 2.831 -2.045 -4.664 0.09
H 1.333 -2.178 -5.653 0.11
C -2.194 4.182 -2.265 0.05
N -1.655 3.656 -3.548 -0.42
O -0.662 4.207 -4.012 0.05
O -2.246 2.710 -4.047 0.07
H -1.576 5.016 -1.937 0.07
H -3.217 4.509 -2.448 0.11
H -2.161 3.370 -1.538 0.09
C 4.126 10.380 -2.698 0.05
N 3.490 9.269 -3.455 -0.43
O 3.349 8.200 -2.872 0.04
O 3.155 9.507 -4.606 0.08
H 4.370 10.029 -1.696 0.10
H 5.029 10.670 -3.235 0.10
H 3.409 11.201 -2.655 0.10
C 12.410 2.293 -6.613 0.03
N 12.187 3.711 -7.000 -0.44
O 11.389 4.357 -6.332 0.05
O 12.819 4.127 -7.961 0.06
H 11.787 2.062 -5.749 0.08
H 12.134 1.672 -7.465 0.10
H 13.466 2.182 -6.367 0.10
C -5.434 3.362 -0.237 0.04
N -4.966 4.649 0.342 -0.44
O -3.782 4.731 0.648 0.04
O -5.802 5.532 0.470 0.08
H -4.591 2.674 -0.292 0.09
H -6.211 2.968 0.419 0.07
H -5.825 3.572 -1.233 0.11
```

Computed properties:
HOMO level	-11.40	eV
net charge	+1
LUMO level	-3.4731	eV
frontier orbital gap	7.929	eV
largest force on an atom	7.40	eV Å⁻¹


Entry from the OMol25 dataset: a molecular structure, C4H4O5Pr (ωB97M-V with the def2-TZVPD basis set).

Structure (XYZ):
```
14
Properties=species:S:1:pos:R:3:lowdin_charge:R:1
O -0.716 -0.676 -0.171 -0.16
H 1.632 2.502 -0.295 0.13
O 0.846 -1.248 1.322 -0.17
O 1.275 0.497 -0.094 -0.01
C 0.787 1.802 -0.291 -0.15
C -0.173 2.022 0.899 -0.15
O -0.201 0.775 1.555 -0.02
C 0.285 -0.227 0.651 -0.87
H 0.256 1.885 -1.254 0.13
H -1.180 2.313 0.558 0.13
H 0.193 2.784 1.601 0.13
Pr -0.436 -3.079 0.431 1.82
C -1.113 -4.361 -2.023 0.01
O -1.453 -4.989 -2.888 0.18
```

Computed properties:
HOMO level (alpha / beta)	-11.91 / -11.99	eV
net charge	+1
LUMO level (alpha / beta)	-6.8602 / -5.8649	eV
energy above the lowest of the compared OMol25 structures with the same formula, charge and spin	1.475	eV
frontier orbital gap (alpha / beta)	5.045 / 6.129	eV
largest force on an atom	6.70	eV Å⁻¹
spin multiplicity	3


Entry from the OMol25 dataset: 7 unconnected molecules or ions with the total composition C41H74Cl3N2O15S6 (ωB97M-V with the def2-TZVPD basis set).

Structure (XYZ):
```
141
Properties=species:S:1:pos:R:3:lowdin_charge:R:1
C -0.636 2.755 2.981 0.16
C -0.183 1.672 2.168 -0.02
C 0.550 0.778 1.008 -0.17
C 2.193 0.922 1.183 -0.22
O 2.720 2.254 0.861 -0.20
C 3.243 2.954 2.049 -0.13
C 4.064 4.279 1.484 -0.30
C 4.283 4.284 -0.141 -0.08
O 3.206 5.465 1.790 -0.12
C 2.835 -0.321 0.331 -0.18
C 4.464 -0.486 0.448 -0.46
Cl 5.688 0.926 0.623 0.64
C 5.102 -1.862 0.391 -0.56
C 6.763 -2.044 0.459 -0.15
Cl 4.142 -3.456 0.246 0.56
C 2.257 -0.277 -1.200 -0.20
C 3.459 0.038 -2.320 -0.13
C 4.216 -1.312 -2.860 -0.26
N 5.704 -1.033 -2.824 -0.04
C 1.078 0.811 -1.493 -0.10
N 0.053 0.998 -0.400 -0.08
C -0.713 2.332 -0.526 -0.07
C -1.039 2.711 -2.123 -0.56
O -1.713 1.784 -2.853 -0.09
Cl -0.583 4.308 -2.944 0.62
H -0.856 3.652 3.736 0.04
H 0.313 -0.363 1.269 0.18
H 2.400 0.751 2.345 0.18
H 3.960 2.278 2.721 0.14
H 2.325 3.356 2.691 0.14
H 5.070 4.410 2.092 0.14
H 3.290 4.357 -0.762 0.09
H 4.913 5.260 -0.411 0.10
H 4.891 3.379 -0.566 0.05
H 3.115 5.969 0.927 0.09
H 2.378 -1.311 0.820 0.15
H 7.156 -2.162 1.568 0.10
H 6.994 -3.093 -0.062 0.09
H 7.338 -1.243 -0.171 0.06
H 1.847 -1.351 -1.482 0.13
H 4.188 0.898 -1.968 0.12
H 2.873 0.491 -3.256 0.12
H 3.885 -2.305 -2.337 0.08
H 3.936 -1.445 -4.013 0.13
H 6.010 -0.585 -1.932 0.02
H 6.282 -1.863 -3.082 0.08
H 1.599 1.869 -1.660 0.17
H 0.610 0.512 -2.550 0.16
H -0.695 0.258 -0.568 0.20
H -0.082 3.250 -0.127 0.16
H -1.793 2.268 -0.023 0.17
C 9.907 3.814 -1.310 -0.22
C 10.579 4.023 0.046 -0.22
C 9.676 4.938 0.871 -0.22
S 8.013 4.665 0.278 0.66
O 7.541 5.882 -0.347 -0.32
O 7.251 3.970 1.296 -0.35
C 8.449 3.505 -1.004 -0.24
H 10.378 3.007 -1.877 0.12
H 9.979 4.733 -1.903 0.12
H 10.686 3.056 0.553 0.12
H 11.582 4.449 -0.060 0.12
H 9.725 4.699 1.936 0.11
H 9.923 5.992 0.714 0.11
H 7.792 3.636 -1.865 0.11
H 8.338 2.497 -0.594 0.10
C -2.896 5.291 7.869 -0.22
C -2.812 6.697 7.277 -0.21
C -1.836 6.643 6.103 -0.22
S -1.906 4.973 5.471 0.67
O -0.622 4.342 5.694 -0.33
O -2.552 4.981 4.174 -0.34
C -3.057 4.353 6.682 -0.23
H -3.728 5.195 8.573 0.12
H -1.968 5.060 8.407 0.12
H -3.803 7.002 6.920 0.12
H -2.492 7.431 8.023 0.12
H -2.118 7.343 5.313 0.11
H -0.810 6.840 6.426 0.11
H -2.824 3.314 6.921 0.11
H -4.062 4.426 6.256 0.11
C -2.353 -4.064 -3.302 -0.21
C -1.459 -3.389 -4.341 -0.21
C -0.356 -2.650 -3.586 -0.23
S -0.119 -3.538 -2.053 0.65
O -0.515 -2.678 -0.957 -0.35
O 1.163 -4.212 -2.086 -0.34
C -1.407 -4.740 -2.321 -0.22
H -3.037 -4.784 -3.762 0.13
H -2.955 -3.308 -2.784 0.12
H -1.014 -4.152 -4.991 0.12
H -2.027 -2.704 -4.980 0.12
H 0.581 -2.642 -4.149 0.11
H -0.654 -1.627 -3.342 0.09
H -1.883 -4.995 -1.372 0.12
H -0.948 -5.629 -2.764 0.11
C -6.533 1.675 -2.957 -0.22
C -5.032 1.714 -2.676 -0.23
C -4.766 0.813 -1.471 -0.24
S -6.050 -0.430 -1.485 0.68
O -6.880 -0.247 -0.313 -0.33
O -5.469 -1.711 -1.831 -0.33
C -6.924 0.206 -2.902 -0.22
H -6.777 2.119 -3.926 0.12
H -7.069 2.236 -2.182 0.13
H -4.487 1.333 -3.549 0.12
H -4.681 2.735 -2.491 0.11
H -3.790 0.328 -1.540 0.08
H -4.842 1.368 -0.532 0.11
H -7.997 0.051 -2.778 0.11
H -6.565 -0.331 -3.785 0.12
C 1.794 -8.109 0.311 -0.22
C 2.444 -7.852 -1.048 -0.22
C 1.819 -8.825 -2.046 -0.22
S 0.175 -9.174 -1.441 0.67
O 0.109 -10.571 -1.066 -0.31
O -0.798 -8.562 -2.323 -0.34
C 0.299 -8.197 0.044 -0.23
H 2.028 -7.317 1.029 0.12
H 2.159 -9.058 0.722 0.12
H 2.239 -6.821 -1.361 0.10
H 3.531 -7.973 -1.006 0.12
H 1.753 -8.389 -3.046 0.11
H 2.372 -9.767 -2.086 0.11
H -0.255 -8.674 0.853 0.11
H -0.122 -7.209 -0.170 0.10
C -10.135 -1.555 1.493 -0.22
C -11.137 -2.705 1.590 -0.22
C -11.883 -2.777 0.258 -0.23
S -10.764 -2.133 -0.976 0.67
O -11.317 -0.903 -1.503 -0.33
O -10.325 -3.216 -1.834 -0.33
C -9.444 -1.722 0.148 -0.25
H -9.418 -1.571 2.319 0.12
H -10.668 -0.597 1.526 0.12
H -10.598 -3.645 1.761 0.12
H -11.831 -2.568 2.425 0.12
H -12.153 -3.805 0.003 0.11
H -12.777 -2.147 0.266 0.11
H -8.935 -0.817 -0.188 0.07
H -8.745 -2.563 0.166 0.12
```

Computed properties:
HOMO level	-11.06	eV
net charge	+1
LUMO level	-3.6708	eV
frontier orbital gap	7.389	eV
largest force on an atom	10.35	eV Å⁻¹


no.,energy (hartree)
1,-4852.2485
2,-1047.7091
3,-6613.6867